#a
One molecule with the formula C3H5NS2. Source: the OMol25 dataset; level of theory: ωB97M-V with the def2-TZVPD basis set.

Positions of all 11 atoms, in Å:
C: 1.2418 1.2447 0.0237
C: -0.1088 -0.8547 -0.0452
C: -1.5546 -1.3401 0.0238
H: 0.9722 2.2788 -0.1224
H: 1.7095 1.0629 0.9951
H: 1.9475 0.9106 -0.7881
H: -0.8912 0.9808 -0.1730
H: -1.5591 -2.4102 0.1821
N: 0.0031 0.5118 -0.0409
S: 1.1659 -1.9163 -0.0304
S: -2.9265 -0.4683 -0.0246

Output
HOMO-LUMO gap = 7.3 eV
SMILES = CNC(=S)C=S
Molar mass = 119.21 g mol⁻¹

=====

#b
C3H5NS2 as an isolated structure. Source: the OMol25 dataset; level of theory: ωB97M-V with the def2-TZVPD basis set.

Positions of all 11 atoms, in Å:
C: 0.9340 1.3616 0.2421
C: -1.2507 -0.3224 -0.1819
C: -2.3832 -0.9514 -0.6377
H: 3.6966 -0.9493 0.7542
H: 1.4573 2.2754 0.3640
H: -0.4461 -1.1279 0.6101
H: -3.3848 -0.3865 -1.2025
H: -2.4592 -2.0486 -0.4824
N: 1.5874 0.2426 0.1598
S: 3.2349 0.4662 0.3481
S: -0.9863 1.4401 0.0262

Output
HOMO-LUMO gap = 9.0 eV
Molar mass = 119.21 g mol⁻¹

=====

#a is favored, and the nearest alternative lies 3.417 eV above it.